Computed, not measured: a structure of composition C33H50HgN3OP2 in a non-equilibrium geometry, with ωB97M-V/def2-TZVPD.

Results
HOMO level ... -9.4 eV
ΔE to the lowest compared entry with this formula, charge and spin ... 0.0 kJ/mol
Net charge ... +1
Frontier orbital gap ... 6.77 eV

```
90
Properties=species:S:1:pos:R:3:forces:R:3
H 1.48177 0.54972 3.49793 -0.08 -0.21 -0.02
C 0.36911 -0.20062 -4.15400 -0.05 0.03 -0.13
C -1.99037 6.05824 -1.40998 0.02 -0.39 0.05
C 3.11666 -0.58341 -0.89263 0.23 -0.09 0.38
H 3.52727 -1.45632 -0.36332 -0.13 0.20 -0.12
C -1.07799 -1.68304 4.09215 -0.02 -0.09 0.25
C -3.77079 -0.14260 3.26521 -0.12 0.01 0.12
H -3.38672 0.19437 4.23447 -0.10 -0.13 -0.25
H -1.65976 0.44813 5.43824 0.16 0.12 -0.19
C 2.01833 2.57233 1.76958 -0.14 -0.09 -0.44
H 1.07430 -4.53353 -3.33438 -0.05 0.26 -0.02
C 2.23194 -3.74016 -1.10935 -0.04 0.03 0.02
H 0.44148 -1.15557 -4.68907 -0.02 0.30 0.13
H 2.95774 -0.84183 -4.76835 -0.01 0.30 0.19
H 3.70315 -4.02964 -3.21731 0.01 0.26 -0.01
H -0.48188 -2.05547 4.93588 -0.16 -0.02 -0.13
H 3.79578 0.18741 -3.56666 -0.20 -0.05 -0.20
C 3.76044 1.35971 0.62783 0.00 -0.27 -0.46
H 0.28885 0.59814 -4.90736 -0.04 -0.23 0.18
H 0.52145 1.64018 -2.19595 0.27 0.01 -0.07
C 1.08016 1.61762 1.30684 0.66 -0.27 -0.14
C -0.90584 4.47352 0.09841 -0.43 0.22 -0.51
C -0.36044 1.69463 1.55982 -0.98 0.25 -0.62
H 1.46020 2.21201 -3.59488 0.03 -0.23 0.30
C -1.43297 3.40931 -0.64646 0.24 0.57 0.21
C 0.99292 -0.41675 3.64986 0.03 0.09 -0.08
C 3.36298 2.42260 1.43865 -0.30 0.08 0.21
C -3.08829 0.54864 2.07830 0.20 -0.14 -0.06
C -1.19534 5.79346 -0.29405 0.27 -0.20 0.35
H 4.09726 3.14935 1.80388 -0.28 -0.36 -0.12
C -3.31044 2.06359 2.17297 -0.17 0.05 -0.01
C -0.88738 -5.96760 0.84231 0.01 -0.84 -0.02
C 0.93540 -3.44493 -3.23769 -0.06 -0.20 -0.02
H 2.39002 -4.78678 -1.41162 0.00 0.28 0.07
C 2.78062 0.50015 0.12426 0.32 0.33 0.68
H 3.30764 -2.62329 -4.20541 0.03 -0.11 0.40
H -0.55096 -0.19399 -3.55276 0.20 0.03 -0.11
H 1.32620 -1.11096 2.86964 -0.02 0.08 0.08
Hg -0.27618 -1.07552 -0.17781 0.17 1.41 0.10
H 1.33194 -0.80695 4.62105 -0.11 0.07 -0.23
H -2.12347 -1.65901 4.41155 0.30 -0.04 -0.09
H 1.67046 3.42361 2.35457 0.14 -0.23 -0.08
H -1.75917 -6.27631 1.43498 0.26 0.04 -0.18
H -4.84117 0.11011 3.23291 0.25 -0.05 -0.02
H -2.93888 2.58220 1.28239 -0.16 -0.06 0.29
H -0.97579 -6.37332 -0.17660 0.00 0.13 0.34
H -4.39667 2.23460 2.24218 0.29 0.01 -0.05
H 2.81572 0.91692 -4.84666 0.05 -0.23 0.18
N -0.78232 -3.36426 0.80909 -0.11 -2.96 -0.05
C 2.09019 -2.88748 -2.38364 0.08 0.25 -0.30
P 1.65655 -1.13617 -1.85727 0.11 -0.31 -0.07
C 2.87712 0.06255 -4.15498 -0.01 -0.06 -0.22
N -1.32069 0.93831 -0.94923 0.19 2.67 1.13
H -0.66340 2.53397 2.20241 0.24 -0.37 -0.20
H -0.98011 -2.39376 3.25830 0.01 0.15 0.25
C 1.46835 1.52054 -2.73538 -0.16 0.05 0.23
H -0.03769 1.12391 5.25659 -0.26 -0.06 -0.05
H -0.05255 -3.26384 -2.78155 0.65 -0.11 -0.28
H 0.02810 -6.36235 1.30730 -0.31 0.11 -0.14
C -3.77743 0.02015 0.80495 -0.01 0.06 -0.09
H 3.91070 -0.24143 -1.57511 -0.30 -0.03 0.27
H -3.69126 -1.23370 3.19225 -0.06 0.24 0.05
H 4.22890 -2.42127 -2.68475 -0.20 -0.14 -0.14
C -1.18974 1.99726 -0.30938 0.57 -3.63 -0.68
C -2.48403 4.99175 -2.17180 0.06 -0.15 0.05
H -1.33885 1.72589 4.24364 0.10 -0.35 0.08
C -2.18466 3.68041 -1.79797 -0.39 -0.22 -0.38
C 1.60711 0.09193 -3.28998 -0.15 -0.11 -0.12
C -1.95770 -2.68055 -1.81491 -4.24 -0.88 1.23
H 4.80083 1.17633 0.36272 -0.20 0.28 0.03
H 2.30213 1.80212 -2.07645 -0.19 -0.03 -0.19
H 3.09518 -3.43508 -0.50393 -0.21 -0.14 -0.11
P -1.22294 0.11710 1.99316 0.65 0.86 -0.45
H -2.54352 2.82497 -2.39912 0.19 0.60 0.45
H 1.33181 -3.70345 -0.48497 0.21 0.06 -0.12
H -0.27254 4.25830 0.95679 -0.20 0.20 -0.17
H -0.78706 6.62306 0.29617 -0.19 -0.35 -0.29
N 1.52310 0.58057 0.54146 -0.45 0.67 0.05
C -0.54043 -0.29512 3.69665 -0.35 -0.12 -0.23
H -3.63802 -1.06322 0.69897 -0.06 0.14 0.05
H -4.85589 0.22586 0.88769 0.26 -0.10 -0.01
H -2.22001 7.08539 -1.68802 0.07 -0.23 0.07
H -3.10931 5.17029 -3.05871 0.38 -0.04 0.48
H -2.85473 2.51014 3.06517 -0.10 -0.09 -0.20
C -0.82648 -4.53222 0.80099 0.07 3.03 0.20
H -3.40635 0.50201 -0.10350 -0.08 -0.10 0.19
H 0.93605 -3.02569 -4.25340 0.00 -0.15 0.35
O -3.02309 -2.96978 -1.46362 3.60 0.95 -1.27
C -0.93372 0.81324 4.69985 0.22 0.06 0.52
C 3.40913 -2.96965 -3.17004 0.11 -0.32 -0.08
```
Forces are in eV/Å.